Entry 1:
103
Properties=species:S:1:pos:R:3 method="wB97M-V/def2-TZVPD" total_charge=-2 spin_multiplicity=2 s2=0.796 e_lumo_ev="4.29 / 4.29" homo_energy_ev="-1.034 / -1.017"
Hg -0.832 0.251 0.352
O 2.145 0.998 3.193
C 1.555 0.772 2.152
O 0.683 -0.100 1.955
C 1.936 1.685 0.853
C 3.121 3.863 0.263
C 2.359 4.335 -0.739
C 1.029 3.956 -1.044
C 0.336 2.845 -0.632
N 0.694 1.823 0.148
C -1.026 2.641 -1.331
O -1.562 3.601 -1.885
O -1.481 1.458 -1.335
H 4.155 4.175 0.349
H 2.801 5.066 -1.415
H 0.500 4.567 -1.763
C -1.874 -4.429 2.944
C -2.049 -3.008 3.497
C -0.706 -2.298 3.547
C -3.072 -2.284 2.672
C -4.462 -2.425 2.821
C -4.993 -1.669 1.801
N -3.976 -1.130 1.110
N -2.808 -1.497 1.638
B -4.095 -0.211 -0.118
N -3.232 -0.831 -1.220
C -3.659 -1.206 -2.429
C -2.688 -1.989 -3.015
C -1.664 -2.043 -2.063
N -2.014 -1.324 -0.998
C -0.400 -2.849 -2.068
C -0.427 -3.830 -0.894
C -0.163 -3.564 -3.395
N -3.678 1.188 0.345
C -4.384 2.314 0.202
C -3.932 3.233 1.124
C -2.908 2.569 1.806
N -2.758 1.345 1.303
C -2.218 3.017 3.060
C -2.228 1.860 4.062
C -0.788 3.485 2.805
H -1.155 -4.984 3.546
H -1.506 -4.385 1.922
H -2.822 -4.966 2.950
H -2.445 -3.093 4.521
H -0.332 -2.126 2.544
H 0.021 -2.895 4.097
H -0.791 -1.329 4.029
H -4.986 -3.002 3.562
H -6.013 -1.485 1.522
H -5.234 -0.172 -0.483
H -4.621 -0.914 -2.804
H -2.722 -2.439 -3.989
H 0.441 -2.168 -1.889
H -1.247 -4.543 -0.993
H -0.564 -3.263 0.024
H 0.513 -4.376 -0.837
H -0.979 -4.252 -3.612
H 0.765 -4.132 -3.350
H -0.081 -2.845 -4.208
H -5.154 2.397 -0.540
H -4.278 4.238 1.280
H -2.799 3.858 3.469
H -1.598 1.058 3.684
H -3.238 1.468 4.180
H -1.856 2.182 5.034
H -0.200 2.641 2.457
H -0.336 3.864 3.723
H -0.761 4.266 2.048
Cl 2.384 -2.438 0.882
C 3.063 -2.561 -0.703
C 3.843 -3.640 -1.075
C 4.380 -3.680 -2.353
C 4.127 -2.644 -3.238
C 3.341 -1.571 -2.856
C 2.805 -1.500 -1.574
P 1.664 -0.186 -0.925
C 1.550 0.784 -2.476
C 2.472 1.774 -2.796
C 2.346 2.486 -3.973
C 1.295 2.225 -4.838
C 0.375 1.240 -4.521
C 0.498 0.523 -3.348
C 2.803 0.785 0.066
C 2.611 2.987 1.363
C 3.728 2.751 2.332
C 4.832 2.014 2.100
C 5.081 1.119 1.025
C 4.163 0.537 0.176
H 4.036 -4.431 -0.368
H 4.994 -4.517 -2.656
H 4.558 -2.668 -4.229
H 3.158 -0.759 -3.547
H 3.279 1.990 -2.108
H 3.062 3.261 -4.213
H 1.192 2.788 -5.757
H -0.458 1.037 -5.183
H -0.238 -0.224 -3.094
H 1.816 3.537 1.884
H 3.670 3.311 3.257
H 5.639 2.088 2.829
H 6.113 0.795 0.918
H 4.562 -0.177 -0.543

---

Entry 2:
13
Properties=species:S:1:pos:R:3 method="wB97M-V/def2-TZVPD" total_charge=+1 e_lumo_ev=-4.58 homo_energy_ev=-14.394
C -1.525 1.214 0.084
C -0.986 -1.119 -0.012
C -0.197 0.971 -0.007
C 1.429 -0.965 0.224
N 0.117 -0.379 -0.010
O 0.813 1.763 -0.176
S -2.465 -0.301 0.081
H -2.096 2.095 0.130
H -0.911 -2.270 -0.112
H 1.593 -0.986 1.270
H 1.458 -1.895 -0.304
H 2.208 -0.394 -0.246
H 0.563 2.267 -0.922

---

Entry 3:
21
Properties=species:S:1:pos:R:3 method="wB97M-V/def2-TZVPD" smiles=COCC(C)(C)C total_charge=0 e_lumo_ev=0.92 homo_energy_ev=-9.610
C 2.399 -1.308 -0.218
O 1.259 -0.880 -0.916
C 0.786 0.402 -0.552
C -0.631 0.341 0.031
C -1.078 1.767 0.366
C -1.576 -0.273 -1.008
C -0.627 -0.522 1.296
H 2.208 -1.424 0.860
H 3.240 -0.612 -0.347
H 2.684 -2.280 -0.630
H 0.784 1.031 -1.455
H 1.465 0.871 0.178
H -0.413 2.233 1.105
H -2.091 1.765 0.784
H -1.088 2.400 -0.529
H -1.227 -1.269 -1.299
H -1.621 0.349 -1.911
H -2.592 -0.363 -0.607
H -0.330 -1.548 1.057
H -1.623 -0.555 1.751
H 0.071 -0.127 2.046

---

Results for energy: -90606.4888 -18610.5659 -8496.2681 (in eV, following the order of the records).
Results for energy relative to the best compared isomer or geometry (same formula, charge and spin): 72.3 2.4 14.4 (in kcal/mol, following the order of the records).